Below is a molecular structure, C4H8O2, with properties calculated with ωB97M-V with the def2-TZVPD basis set.

Element x y z (Å)
1 C -0.75 -1.67 0.24
2 C -0.65 -0.42 -0.45
3 O -0.65 -0.32 -1.68
4 C -0.31 0.72 0.48
5 C 1.18 0.93 0.18
6 O 1.39 1.33 -1.14
7 H -0.82 -1.75 1.31
8 H -1.88 -0.88 -0.01
9 H -0.24 -2.53 -0.25
10 H -0.88 1.60 0.19
11 H -0.47 0.49 1.54
12 H 1.74 0.00 0.43
13 H 1.55 1.72 0.84
14 H 0.79 0.78 -1.68

Its energy above the lowest of the compared OMol25 structures with the same formula, charge and spin is 351.4 kJ/mol. Its HOMO-LUMO gap is 9.985 eV. The HOMO energy comes out at -9.72 eV.

Here are the natural (NBO) charges for atoms 1 to 6, given in e:
1 C -0.49
2 C 0.35
3 O -0.65
4 C -0.50
5 C -0.04
6 O -0.73

=====

Below is a single C19H28N2O3S2 molecule, with properties calculated with ωB97M-V with the def2-TZVPD basis set.

Element x y z (Å)
1 C 0.70 -0.89 0.72
2 S -0.27 0.57 0.31
3 C -1.33 0.66 1.78
4 C -2.03 -0.67 2.01
5 O -1.63 -1.43 2.88
6 N -3.07 -0.99 1.21
7 C -3.63 -0.24 0.10
8 C -4.02 -1.34 -0.88
9 C -2.81 -1.83 -1.71
10 S -2.59 -3.62 -1.42
11 C -4.23 -3.79 -0.69
12 C -4.52 -2.48 0.03
13 C -6.00 -2.33 0.36
14 C -3.66 -2.33 1.31
15 C -0.63 1.23 3.03
16 N -1.40 2.46 2.86
17 C -1.05 3.69 3.28
18 O -0.12 3.87 4.05
19 C -1.85 4.85 2.68
20 C -1.93 6.01 3.66
21 C -3.15 5.60 4.45
22 C -3.00 4.94 5.79
23 C -3.65 6.30 5.67
24 C -4.07 5.02 3.40
25 O -3.20 4.47 2.40
26 C -2.18 1.96 1.74
27 H 1.48 -0.97 -0.04
28 H 1.17 -0.79 1.69
29 H 0.09 -1.79 0.70
30 H -4.52 0.32 0.42
31 H -2.91 0.46 -0.31
32 H -4.81 -1.01 -1.55
33 H -2.97 -1.64 -2.77
34 H -1.89 -1.33 -1.41
35 H -4.98 -3.98 -1.46
36 H -4.22 -4.65 -0.01
37 H -6.33 -3.12 1.04
38 H -6.20 -1.37 0.84
39 H -6.61 -2.39 -0.55
40 H -2.85 -3.07 1.35
41 H -4.26 -2.43 2.21
42 H -0.86 0.68 3.95
43 H 0.45 1.38 2.95
44 H -1.38 5.12 1.73
45 H -1.03 6.09 4.26
46 H -2.11 6.95 3.12
47 H -3.64 4.10 6.01
48 H -2.00 4.88 6.20
49 H -3.10 7.16 6.02
50 H -4.72 6.36 5.82
51 H -4.71 4.22 3.79
52 H -4.69 5.79 2.94
53 H -2.10 2.55 0.82
54 H -3.24 1.82 1.98

Its energy above the lowest of the compared OMol25 structures with the same formula, charge and spin is 93.0 kJ/mol. Its HOMO-LUMO gap is 9.166 eV. The SMILES is CSC1(C(=O)N2C[C@H]3CSC[C@@]3(C)C2)CN(C(=O)[C@@H]2CC3(CC3)CO2)C1. The HOMO energy comes out at -8.67 eV.

Here are the natural (NBO) charges for atoms 1 to 6, given in e:
1 C -0.75
2 S 0.22
3 C -0.27
4 C 0.68
5 O -0.63
6 N -0.44

=====

Below is 7 unconnected molecules or ions with the total composition C40H88N9O9S, with properties calculated with ωB97M-V with the def2-TZVPD basis set.

Element x y z (Å)
1 O 0.54 2.00 0.44
2 C 1.10 1.15 -0.21
3 O 0.46 0.40 -1.17
4 C -0.67 -0.23 -0.54
5 C -1.30 -1.30 -1.43
6 C -2.49 -2.05 -0.76
7 C -1.93 -2.67 0.56
8 N -2.23 -1.90 1.80
9 C -2.79 -0.69 1.80
10 C -3.06 0.00 2.95
11 C -2.76 -0.58 4.18
12 C -2.16 -1.83 4.17
13 C -1.89 -2.47 2.98
14 C -1.24 -3.84 3.09
15 C 0.20 -3.94 2.50
16 C 1.12 -2.74 2.84
17 C 2.16 -2.59 1.69
18 S 3.47 -3.85 1.79
19 C 3.78 -4.40 0.17
20 N 4.79 -4.15 -0.59
21 N 4.70 -4.79 -1.77
22 C 3.57 -5.47 -1.71
23 O 2.98 -5.26 -0.56
24 H 2.18 1.00 -0.02
25 H -1.41 0.54 -0.31
26 H -0.32 -0.63 0.43
27 H -1.58 -0.89 -2.41
28 H -0.52 -2.05 -1.64
29 H -3.39 -1.44 -0.65
30 H -2.72 -2.89 -1.43
31 H -2.25 -3.71 0.68
32 H -0.84 -2.67 0.45
33 H -3.04 -0.20 0.87
34 H -3.51 0.99 2.86
35 H -3.02 -0.02 5.07
36 H -1.91 -2.32 5.11
37 H -1.86 -4.56 2.52
38 H -1.27 -4.20 4.13
39 H 0.13 -4.15 1.43
40 H 0.65 -4.84 2.94
41 H 0.60 -1.77 2.88
42 H 1.62 -2.88 3.80
43 H 1.62 -2.76 0.74
44 H 2.54 -1.56 1.70
45 H 3.24 -6.10 -2.53
46 C -6.65 -6.74 0.98
47 C -5.49 -5.75 1.08
48 C -4.93 -5.30 -0.28
49 O -4.14 -6.26 -0.94
50 C -4.87 -7.29 -1.60
51 N -4.44 -6.34 1.93
52 H -6.32 -7.75 0.76
53 H -7.18 -6.78 1.93
54 H -7.36 -6.44 0.21
55 H -5.87 -4.86 1.59
56 H -4.27 -4.45 -0.10
57 H -5.74 -4.94 -0.94
58 H -5.80 -6.91 -2.03
59 H -5.07 -8.11 -0.91
60 H -4.25 -7.68 -2.40
61 H -3.72 -5.64 2.09
62 H -3.97 -7.05 1.38
63 C 1.42 3.72 4.83
64 C 0.42 3.04 3.90
65 C -1.04 3.12 4.37
66 O -1.37 2.26 5.46
67 C -0.95 2.72 6.73
68 N 0.83 1.64 3.69
69 H 1.65 3.11 5.71
70 H 2.36 3.89 4.31
71 H 1.05 4.69 5.17
72 H 0.48 3.55 2.94
73 H -1.68 2.81 3.54
74 H -1.32 4.16 4.61
75 H -1.02 3.81 6.82
76 H 0.07 2.39 6.95
77 H -1.60 2.26 7.48
78 H 0.23 1.23 2.98
79 H 0.61 1.13 4.54
80 C 4.44 4.96 1.83
81 C 3.64 6.20 2.24
82 C 3.90 7.43 1.36
83 O 5.14 8.08 1.59
84 C 6.26 7.45 1.00
85 N 3.90 6.48 3.66
86 H 5.48 5.01 2.16
87 H 4.00 4.07 2.28
88 H 4.43 4.83 0.75
89 H 2.58 5.94 2.14
90 H 3.13 8.17 1.60
91 H 3.78 7.19 0.30
92 H 6.02 7.01 0.04
93 H 6.68 6.70 1.67
94 H 7.03 8.22 0.85
95 H 3.29 7.22 3.97
96 H 4.83 6.88 3.72
97 C 2.76 9.46 -4.19
98 C 2.31 10.31 -3.01
99 C 2.23 9.54 -1.68
100 O 1.11 8.67 -1.56
101 C 1.24 7.44 -2.25
102 N 1.03 10.96 -3.34
103 H 1.96 8.84 -4.58
104 H 3.08 10.10 -5.01
105 H 3.59 8.82 -3.92
106 H 3.06 11.10 -2.87
107 H 2.12 10.26 -0.87
108 H 3.16 8.99 -1.48
109 H 2.27 7.07 -2.24
110 H 0.90 7.54 -3.29
111 H 0.60 6.71 -1.76
112 H 0.79 11.61 -2.60
113 H 0.31 10.24 -3.28
114 C 6.58 4.55 -6.19
115 C 6.47 5.41 -4.93
116 C 5.03 5.66 -4.47
117 O 4.30 6.60 -5.25
118 C 3.80 6.10 -6.47
119 N 7.20 6.66 -5.15
120 H 6.37 5.12 -7.10
121 H 7.59 4.16 -6.29
122 H 5.90 3.70 -6.15
123 H 6.97 4.86 -4.13
124 H 5.07 6.08 -3.46
125 H 4.46 4.72 -4.39
126 H 3.49 5.06 -6.39
127 H 4.54 6.21 -7.27
128 H 2.94 6.71 -6.75
129 H 7.22 7.18 -4.28
130 H 6.63 7.24 -5.76
131 C -6.33 -13.88 -1.58
132 C -5.98 -12.66 -2.44
133 C -5.38 -11.49 -1.65
134 O -6.32 -10.75 -0.88
135 C -6.69 -11.36 0.35
136 N -7.17 -12.26 -3.20
137 H -7.26 -13.75 -1.04
138 H -6.45 -14.76 -2.22
139 H -5.54 -14.09 -0.86
140 H -5.22 -12.98 -3.16
141 H -4.97 -10.77 -2.37
142 H -4.54 -11.82 -1.02
143 H -5.85 -11.90 0.81
144 H -7.53 -12.03 0.20
145 H -7.01 -10.57 1.03
146 H -6.92 -11.53 -3.85
147 H -7.80 -11.79 -2.55

Its HOMO-LUMO gap is 6.309 eV. The HOMO energy comes out at -10.25 eV. The charge is +1.

Here are the Löwdin charges for atoms 1 to 6, given in e:
1 O 0.08
2 C -0.29
3 O -0.03
4 C -0.21
5 C -0.14
6 C -0.13

=====

Below is a single C4H8N4O molecule, with properties calculated with ωB97M-V with the def2-TZVPD basis set.

Element x y z (Å)
1 N -2.77 -1.06 -0.63
2 N -1.74 -0.08 -0.89
3 C -0.54 -0.15 -0.31
4 N 0.00 0.98 -0.39
5 C 1.24 1.05 0.28
6 N 2.03 2.02 0.49
7 O 1.65 3.19 -0.08
8 C 1.71 -0.41 0.82
9 C 0.31 -1.17 0.51
10 H -3.00 -1.28 0.30
11 H -2.62 -1.86 -1.45
12 H -1.81 1.06 -1.33
13 H 0.83 2.83 -0.51
14 H 2.07 -0.57 1.91
15 H 2.50 -0.91 0.24
16 H -0.20 -1.78 1.25
17 H 0.35 -1.87 -0.23

Its energy above the lowest of the compared OMol25 structures with the same formula, charge and spin is 600.5 kJ/mol. Its HOMO-LUMO gap is 8.767 eV. The SMILES is NNC1=N/C(=N\O)CC1. The HOMO energy comes out at -8.27 eV.

Here are the natural (NBO) charges for atoms 1 to 6, given in e:
1 N -0.69
2 N -0.45
3 C 0.48
4 N -0.63
5 C 0.31
6 N -0.15

=====

Below is 2 unconnected molecules or ions with the total composition C4H3NO, with properties calculated with ωB97M-V with the def2-TZVPD basis set.

Element x y z (Å)
1 N -2.18 1.23 0.16
2 C -1.41 0.38 0.10
3 C -0.61 -0.93 0.13
4 O -0.71 -1.76 -0.74
5 H -0.39 -1.15 1.18
6 C 1.50 0.01 0.03
7 C 0.99 1.03 -0.38
8 H 2.22 -0.67 0.40
9 H 0.60 1.87 -0.88

Its energy above the lowest of the compared OMol25 structures with the same formula, charge and spin is 284.7 kJ/mol. Its HOMO-LUMO gap is 11.079 eV. The SMILES is N#CC=O.C#C. The HOMO energy comes out at -11.08 eV.

Here are the natural (NBO) charges for atoms 1 to 6, given in e:
1 N -0.29
2 C 0.16
3 C 0.34
4 O -0.49
5 H 0.17
6 C -0.26

=====

Below is a molecular structure, C29H23CrN3O6S3, with properties calculated with ωB97M-V with the def2-TZVPD basis set.

Element x y z (Å)
1 Cr -19.12 -2.93 3.96
2 C -19.61 -0.87 7.73
3 O -18.45 -1.67 7.82
4 C -18.27 -2.18 6.55
5 N -19.06 -1.80 5.67
6 C -20.01 -0.82 6.25
7 C -20.10 0.48 5.53
8 C -19.35 1.59 5.95
9 C -19.40 2.74 5.18
10 C -20.19 2.78 4.05
11 C -21.01 1.69 3.77
12 C -20.96 0.50 4.45
13 C -17.34 -3.26 6.26
14 C -16.36 -3.87 7.06
15 C -15.59 -4.90 6.49
16 C -15.93 -5.46 5.28
17 C -16.96 -4.81 4.59
18 N -17.59 -3.75 5.06
19 C -17.69 -5.40 3.45
20 N -18.76 -4.85 3.03
21 C -19.28 -5.63 1.93
22 C -18.20 -6.86 1.92
23 O -17.28 -6.58 2.95
24 C -19.45 -4.89 0.59
25 C -18.53 -3.97 0.14
26 C -18.88 -3.23 -1.00
27 C -20.12 -3.43 -1.59
28 C -21.13 -4.24 -0.99
29 C -20.76 -5.01 0.10
30 H -19.31 0.10 8.14
31 H -20.39 -1.28 8.36
32 H -21.01 -1.24 6.12
33 H -18.58 1.44 6.73
34 H -18.84 3.59 5.50
35 H -20.26 3.71 3.47
36 H -21.76 1.78 3.02
37 H -21.55 -0.32 4.08
38 H -16.18 -3.50 8.04
39 H -14.72 -5.29 6.97
40 H -15.48 -6.28 4.75
41 H -20.27 -5.99 2.17
42 H -17.68 -6.99 0.99
43 H -18.77 -7.77 2.16
44 H -17.55 -3.80 0.65
45 H -18.19 -2.52 -1.52
46 H -20.41 -2.95 -2.51
47 H -22.10 -4.23 -1.39
48 H -21.53 -5.52 0.61
49 S -15.10 -3.66 2.13
50 C -15.25 -2.41 3.40
51 C -14.27 -2.43 4.44
52 C -14.21 -1.49 5.45
53 C -15.22 -0.53 5.46
54 C -16.23 -0.56 4.58
55 C -16.30 -1.51 3.51
56 S -17.80 -1.57 2.60
57 H -13.51 -3.24 4.33
58 H -13.37 -1.48 6.15
59 H -15.26 0.29 6.20
60 H -17.02 0.19 4.68
61 O -22.64 -3.15 5.20
62 S -21.67 -3.73 4.26
63 O -22.16 -4.94 3.54
64 O -20.32 -4.11 4.97
65 O -20.99 -2.70 3.29

Its energy above the lowest of the compared OMol25 structures with the same formula, charge and spin is 31.2 kJ/mol. Its HOMO-LUMO gap (alpha / beta) is 5.641 / 5.405 eV. The HOMO energy (alpha / beta) comes out at -3.79 / -3.73 eV. The expectation value of S² is 3.7856. As for the multiplicity: 4. The charge is -1.

Here are the natural (NBO) charges for atoms 1 to 6, given in e:
1 Cr 1.21
2 C -0.08
3 O -0.47
4 C 0.59
5 N -0.45
6 C -0.14

=====

F_max: 3.240, 0.064, 3.103, 6.786, 2.637, 2.626 (eV Å⁻¹)